(1)
C20H35NO8P | the ωB97M-V functional and the def2-TZVPD basis

Calculated values
**LUMO level**: -3.9 eV
**Gap between HOMO and LUMO**: 0.323 Eh
**Charge**: +1

```
65
C20H35NO8P the ωB97M-V functional and the def2-TZVPD basis
C -2.5827 -0.6212 2.6433
C -1.6067 -1.0639 1.8812
C -1.7877 -1.5020 0.4513
C -1.8810 -0.3518 -0.4567
N -2.9194 0.0801 -1.0648
C -4.2797 -0.4704 -0.9419
C -4.6749 -1.2751 -2.1981
C -5.3093 0.6251 -0.5756
C -5.9271 0.4278 0.8298
C -5.7133 1.7008 1.6709
C -2.6766 1.2217 -1.9636
C -1.1603 1.2061 -2.1867
C -0.7544 0.5483 -0.8428
P 1.0151 -0.0363 -0.6814
O 1.8448 1.2711 -1.2649
O 1.2876 0.0376 0.9493
H -3.5703 -1.0494 2.5155
H -2.4103 0.1132 3.4117
H -0.6208 -1.1569 2.3215
H -2.6414 -2.1718 0.3723
H -0.9307 -2.0938 0.1237
H -4.3055 -1.1715 -0.1239
H -4.1639 -0.9268 -3.0909
H -5.7490 -1.2625 -2.3274
H -4.3997 -2.3152 -2.0363
H -4.8646 1.6183 -0.5789
H -6.1070 0.6605 -1.3085
H -5.5183 -0.4360 1.3514
H -6.9999 0.2705 0.7594
H -6.1073 2.5415 1.1071
H -6.1937 1.6323 2.6400
H -4.6373 1.8455 1.7670
H -3.1519 2.1617 -1.7148
H -3.1263 0.9113 -2.9090
H -0.6474 2.1576 -2.1302
H -0.8248 0.6725 -3.0660
H -0.8306 1.3625 -0.0939
H 1.3540 2.0425 -0.9265
H 0.6039 0.5903 1.3675
C 3.8368 -2.3418 0.1854
C 4.2275 -3.6831 -0.3801
C 5.2531 -3.6352 -1.4858
O 4.9448 -4.8194 -2.2302
C 3.6251 -5.0850 -2.0425
O 2.9997 -5.8844 -2.6555
O 3.1167 -4.2984 -1.0515
H 2.9886 -2.4495 0.8622
H 4.6649 -1.8885 0.7311
H 3.5253 -1.6635 -0.6112
H 4.5456 -4.3532 0.4236
H 6.2770 -3.6642 -1.1203
H 5.1305 -2.7722 -2.1454
C 3.2090 3.6273 0.4323
C 4.5503 3.3953 1.0786
C 4.9632 1.9459 1.1658
O 5.8243 1.9486 2.3076
C 5.4274 2.9735 3.1133
O 5.8050 3.1471 4.2218
O 4.5280 3.7678 2.4631
H 2.9063 4.6695 0.5384
H 3.2449 3.3774 -0.6277
H 2.4386 3.0209 0.9157
H 5.3173 3.9965 0.5825
H 5.4954 1.6000 0.2820
H 4.1231 1.2744 1.3669
```

So, what does the Mulliken scheme give us? The charges, in e, come out as: -0.81, -0.25, -1.51, -0.05, 0.33, -0.08, -1.32, -0.70, -0.47, -1.39, -0.61, -0.79, 0.28, 0.50, -0.46, -0.39, 0.30, 0.28, 0.68, 0.57, 0.48, 0.27, 0.30, 0.45, 0.35, 0.27, 0.39, 0.25, 0.41, 0.39, 0.39, 0.30, 0.40, 0.36, 0.42, 0.41, 0.40, 0.23, 0.35, -1.28, 0.53, -0.51, -0.32, 0.63, -0.51, -0.36, 0.38, 0.44, 0.15, 0.27, 0.34, 0.30, -1.12, 0.45, -0.19, -0.34, 0.58, -0.50, -0.40, 0.42, 0.38, 0.10, 0.27, 0.31, 0.07

=====

(2)
C3H10S3 | the ωB97M-V functional and the def2-TZVPD basis

Calculated values
**LUMO level**: 0.4 eV
**Gap between HOMO and LUMO**: 0.331 Eh
**Relative energy (zero: lowest compared OMol25 entry of this formula, charge and spin)**: 0.428 eV

```
16
C3H10S3 the ωB97M-V functional and the def2-TZVPD basis
C 0.9837 2.1671 1.7516
S 2.4008 1.1694 1.2542
S 1.6171 -0.7675 1.2445
H 1.1778 3.1464 1.3225
H 0.0744 1.7266 1.3595
H 0.8957 2.2905 2.8196
H 2.2076 -0.9079 0.0531
C -1.2610 -0.1659 -0.6545
C -0.4673 -1.1713 -1.4522
S -1.1225 -2.8327 -1.0060
H -2.3162 -0.1301 -0.9301
H -1.2664 -0.4505 0.3947
H -0.8068 0.8204 -0.7528
H 0.5654 -1.2152 -1.1224
H -0.4660 -0.9890 -2.5228
H -2.2160 -2.6903 -1.7587
```

So, what does the Mulliken scheme give us? The charges, in e, come out as: -0.63, -0.04, -0.20, 0.28, 0.12, 0.32, 0.18, -0.83, -0.22, -0.21, 0.40, 0.28, 0.22, -0.11, 0.34, 0.11

=====

(3)
C27H46BrEuNOP2 | the ωB97M-V functional and the def2-TZVPD basis

Calculated values
**LUMO level (spin up / spin down)**: -5.5 / -9.9 eV
**Multiplicity**: 8
**Gap between HOMO and LUMO (spin up / spin down)**: 0.221 / 0.093 Eh
**Charge**: +2

```
79
C27H46BrEuNOP2 the ωB97M-V functional and the def2-TZVPD basis
N 1.6540 -4.5579 4.8893
C 1.2075 -5.2634 3.8435
C 1.8525 -5.2356 2.6011
C 2.9536 -4.3611 2.4272
C 3.4407 -3.6734 3.5609
C 2.7384 -3.7914 4.7661
C 3.4531 -4.0586 1.1018
Eu 0.5654 -0.2111 -1.3901
P -1.8560 2.5304 -1.8535
C 4.1698 -2.9333 0.7764
C 3.9273 -2.1711 -0.4570
C 4.2010 -0.7813 -0.4625
C 3.6252 0.0624 -1.4316
C 2.7856 -0.5320 -2.3584
C 2.5796 -1.8922 -2.4896
C 3.1750 -2.7297 -1.5194
Br 1.5156 0.8565 -3.7247
H 3.1516 -4.7547 0.3215
H 4.8348 -2.4874 1.5200
H 1.4540 -5.8202 1.7737
H 4.3059 -3.0176 3.5065
H 0.3260 -5.8922 3.9847
H 3.0707 -3.2548 5.6565
H 4.7925 -0.3647 0.3534
H 3.0127 -3.8144 -1.5301
H 3.8240 1.1305 -1.4441
H 1.9471 -2.3149 -3.2681
P -0.0958 0.4336 1.6086
C -2.1592 1.4372 -3.3138
C -1.9865 2.0240 -4.7118
H -3.1850 1.0575 -3.1832
H -1.4838 0.5634 -3.2153
H -1.9632 1.1983 -5.4357
H -2.8246 2.6749 -4.9939
H -1.0479 2.5734 -4.8372
C -0.4637 3.6018 -2.4285
C -0.7687 4.8515 -3.2420
H 0.2321 2.9376 -2.9769
H 0.0559 3.8930 -1.4975
H 0.1800 5.3841 -3.3954
H -1.1794 4.6346 -4.2368
H -1.4455 5.5357 -2.7177
C -3.3367 3.6251 -1.7188
C -4.2086 3.8616 -2.9440
H -2.9758 4.5793 -1.3043
H -3.9465 3.1455 -0.9319
H -5.0552 4.4867 -2.6378
H -3.6838 4.3955 -3.7428
H -4.6236 2.9331 -3.3499
C -1.6548 0.8524 2.5143
C -2.6390 1.7665 1.7962
H -1.3384 1.3172 3.4623
H -2.1394 -0.1015 2.7667
H -3.4969 1.9441 2.4581
H -2.2003 2.7422 1.5585
H -3.0178 1.3219 0.8679
C 0.6803 2.1117 1.6966
C 2.1796 2.1337 1.4180
H 0.4785 2.4705 2.7187
H 0.1321 2.7640 0.9991
H 2.5775 3.1193 1.7023
H 2.7180 1.3800 2.0110
H 2.4249 1.9699 0.3556
C 0.8270 -0.3469 3.0150
C 0.0366 -1.3263 3.8772
H 1.2069 0.4784 3.6393
H 1.7000 -0.8514 2.5659
H 0.6483 -1.6246 4.7383
H -0.8880 -0.8821 4.2663
H -0.2227 -2.2384 3.3237
C -3.3304 -2.7634 -0.3611
C -2.6680 -1.4519 -0.7447
O -1.3169 -1.6920 -1.2358
H -3.3633 -3.4689 -1.1983
H -4.3628 -2.5700 -0.0589
H -2.8272 -3.2354 0.4934
H -3.1888 -0.9169 -1.5504
H -2.5728 -0.7534 0.0974
H -1.1249 -2.6428 -1.1395
```

So, what does the Mulliken scheme give us? The charges, in e, come out as: -0.52, -0.44, -0.57, 1.00, -0.29, -0.55, -0.62, 0.95, 1.13, -0.59, 0.59, -0.50, -0.45, -0.27, -0.60, -0.49, -0.43, 0.46, 0.48, 0.39, 0.36, 0.37, 0.39, 0.45, 0.36, 0.66, 0.53, 1.02, -0.35, -1.42, 0.43, 0.17, 0.39, 0.31, 0.25, -0.18, -1.30, -0.02, 0.41, 0.41, 0.27, 0.32, -0.64, -1.34, 0.52, 0.46, 0.43, 0.27, 0.33, -1.14, -1.01, 0.72, 0.46, 0.41, 0.31, 0.04, -0.61, -1.07, 0.53, 0.13, 0.44, 0.24, 0.17, -0.47, -1.32, 0.48, 0.14, 0.30, 0.39, 0.30, -1.51, 0.61, -0.43, 0.42, 0.41, 0.40, 0.02, -0.19, 0.30

=====

(4)
C2H8N2P2 | the ωB97M-V functional and the def2-TZVPD basis

Calculated values
**LUMO level (spin up / spin down)**: -1.2 / -1.3 eV
**Gap between HOMO and LUMO (spin up / spin down)**: 0.240 / 0.240 Eh
**Relative energy (zero: lowest compared OMol25 entry of this formula, charge and spin)**: 0.954 eV

```
14
C2H8N2P2 the ωB97M-V functional and the def2-TZVPD basis
C -0.8111 -0.5141 1.9035
C 0.7433 -1.1185 -1.5526
N 0.5837 1.4418 -1.1059
N -1.3163 0.0991 0.7116
P -0.9010 1.4957 0.1368
P 1.0018 0.5121 -2.3513
H -1.5825 -0.4793 2.6780
H -0.6105 -1.5701 1.6916
H 0.1062 -0.0598 2.3000
H 1.4112 -1.2249 -0.6986
H 0.9128 -1.9268 -2.2592
H -0.2830 -1.1425 -1.1726
H 0.6769 2.4322 -1.3136
H 0.0683 2.0552 1.0324
```

So, what does the Mulliken scheme give us? The charges, in e, come out as: -0.72, -0.89, -0.23, -0.41, 0.04, 0.16, 0.26, 0.23, 0.31, 0.29, 0.35, 0.31, 0.29, 0.00

=====

| no. | E_tot (Eh) | molar mass (g/mol) |
| --- | --- | --- |
| 1 | -1780.8740 | 448.5 |
| 2 | -1314.8324 | 142.3 |
| 3 | -5152.6917 | 694.5 |
| 4 | -873.1342 | 122.0 |